1:
Entry from OMol25: a molecular structure, C50H54LuN11O4S2 (ωB97M-V/def2-TZVPD).

Geometry as ORCA input:
```
! wB97M-V def2-TZVPD RIJCOSX def2/J DEFGRID3
* xyz 0 1
Lu -0.397 0.147 0.405
O -1.098 3.503 3.418
C -2.418 3.406 3.676
C -3.015 4.454 4.360
C -4.324 4.266 4.806
C -5.083 3.141 4.428
C -4.463 2.067 3.781
C -3.130 2.246 3.342
C -2.464 1.174 2.630
O -1.180 1.179 2.378
N -3.287 0.186 2.215
N -2.626 -0.710 1.473
C -3.434 -1.690 1.026
C -3.103 -2.663 0.049
C -3.757 -3.910 0.053
C -3.288 -4.940 -0.743
C -2.115 -4.723 -1.508
C -1.510 -3.493 -1.592
C -1.953 -2.394 -0.817
O -1.379 -1.231 -0.908
H -0.840 2.663 2.897
H -2.404 5.328 4.504
H -4.749 5.002 5.495
H -6.157 3.069 4.677
H -5.067 1.161 3.639
H -4.400 -1.824 1.533
H -4.631 -4.059 0.728
H -3.761 -5.931 -0.673
H -1.800 -5.512 -2.167
H -0.638 -3.254 -2.178
C 2.457 -0.879 -5.535
N 2.558 -0.457 -4.133
C 2.510 0.950 -3.887
C 2.814 -1.325 -3.101
N 2.462 -1.020 -1.839
C 3.263 -1.306 -0.688
C 4.644 -1.170 -0.768
C 5.515 -1.465 0.302
C 4.949 -1.782 1.519
C 3.548 -1.881 1.633
C 2.641 -1.621 0.554
N 1.289 -1.405 0.880
C 0.838 -2.209 1.906
N 0.430 -1.611 3.063
C -0.678 -2.132 3.889
C 1.032 -0.348 3.466
N 0.936 -3.556 1.869
C 1.303 -4.291 0.641
C 0.911 -4.432 3.047
N 3.213 -2.574 -3.511
C 2.686 -3.722 -2.755
C 4.490 -2.808 -4.252
H 1.799 -0.217 -6.077
H 2.160 -1.900 -5.720
H 3.450 -0.709 -6.027
H 2.556 1.439 -4.858
H 3.365 1.277 -3.321
H 1.637 1.311 -3.311
H 5.062 -0.943 -1.737
H 6.599 -1.495 0.140
H 5.511 -2.092 2.422
H 3.127 -2.260 2.534
H -0.301 -2.356 4.883
H -1.109 -3.012 3.372
H -1.432 -1.363 3.972
H 1.669 -0.463 4.374
H 0.272 0.352 3.794
H 1.602 0.055 2.591
H 1.427 -3.563 -0.167
H 0.466 -4.985 0.359
H 2.229 -4.874 0.823
H 1.080 -3.854 3.997
H 1.676 -5.247 2.991
H -0.050 -4.904 3.143
H 1.585 -3.641 -2.681
H 3.147 -3.915 -1.742
H 2.902 -4.612 -3.359
H 4.869 -1.891 -4.697
H 4.299 -3.550 -5.034
H 5.187 -3.312 -3.535
S 1.959 5.673 1.388
C 3.220 4.896 2.376
C 4.203 5.484 3.162
C 4.989 4.669 4.009
C 4.751 3.290 4.074
C 3.793 2.692 3.266
C 2.886 3.510 2.565
N 1.685 3.112 1.988
C 1.128 4.119 1.334
C -0.195 4.045 0.691
C -1.008 5.243 0.551
C -2.262 5.137 -0.025
C -2.835 3.889 -0.365
C -1.999 2.739 -0.199
C -0.757 2.851 0.347
H 4.363 6.595 3.211
H 5.769 5.143 4.612
H 5.355 2.671 4.782
H 3.648 1.657 3.267
H -0.625 6.204 0.888
H -2.785 6.058 -0.262
H -3.846 3.799 -0.695
H -2.365 1.787 -0.658
O 0.869 0.992 -0.889
H 1.739 -0.285 -1.666
H 0.954 1.934 -1.106
N -1.515 2.880 -3.280
C -2.310 1.836 -3.586
N -3.343 1.393 -2.899
C -4.155 0.539 -3.669
C -5.308 -0.162 -3.233
C -5.958 -1.049 -4.083
C -5.420 -1.244 -5.358
C -4.315 -0.511 -5.808
C -3.654 0.355 -4.991
S -2.092 1.101 -5.168
H -1.567 3.314 -2.362
H -0.634 2.903 -3.768
H -5.617 -0.042 -2.181
H -6.901 -1.516 -3.697
H -5.868 -1.931 -6.054
H -4.098 -0.650 -6.865
*
```

Calculated values
frontier orbital gap = 5.51 eV
highest occupied orbital energy = -0.2134 Eh

Here are the Löwdin charges for atoms 1 to 2, given in e: 1.6786 0.0346

2:
Entry from OMol25: a molecular structure, C50H54LuN11O4S2 (ωB97M-V/def2-TZVPD).

Geometry as ORCA input:
```
! wB97M-V def2-TZVPD RIJCOSX def2/J DEFGRID3
* xyz 0 1
Lu -1.172 0.071 -0.589
O 2.033 -3.736 -3.197
C 1.636 -4.369 -2.078
C 2.356 -5.485 -1.704
C 2.189 -6.014 -0.430
C 1.241 -5.482 0.461
C 0.416 -4.461 0.079
C 0.626 -3.865 -1.200
C -0.022 -2.547 -1.438
O -0.690 -2.001 -0.415
N 0.142 -1.936 -2.593
N -0.475 -0.723 -2.662
C -0.495 -0.201 -3.901
C -0.454 1.174 -4.261
C -0.077 1.594 -5.599
C 0.003 2.957 -5.946
C -0.252 3.921 -4.945
C -0.644 3.565 -3.693
C -0.632 2.200 -3.345
O -0.703 1.944 -1.960
H 1.385 -3.046 -3.369
H 3.151 -5.771 -2.363
H 2.811 -6.847 -0.048
H 1.195 -5.912 1.390
H -0.264 -4.066 0.795
H -0.264 -0.914 -4.718
H -0.115 0.773 -6.310
H 0.299 3.339 -6.908
H -0.172 4.941 -5.267
H -0.755 4.338 -2.957
C -6.213 1.170 -1.171
N -4.977 1.237 -0.324
C -4.976 2.312 0.737
C -4.016 0.218 -0.418
N -3.255 -0.158 0.624
C -3.786 -0.327 1.928
C -5.213 -0.380 2.206
C -5.682 0.068 3.414
C -4.832 0.384 4.499
C -3.480 0.150 4.381
C -2.946 -0.122 3.092
N -1.591 -0.553 2.988
C -0.926 -1.228 3.979
N 0.364 -0.938 4.272
C 0.674 0.492 4.417
C 1.527 -1.842 4.383
N -1.491 -2.304 4.619
C -2.769 -2.962 4.265
C -0.905 -2.654 5.934
N -3.912 -0.451 -1.610
C -3.783 -1.919 -1.513
C -4.237 0.095 -2.947
H -7.061 1.470 -0.527
H -6.383 0.144 -1.521
H -6.103 1.853 -2.063
H -5.741 2.168 1.502
H -5.185 3.226 0.171
H -3.988 2.447 1.171
H -5.811 -0.819 1.481
H -6.746 0.212 3.529
H -5.368 0.807 5.328
H -2.857 0.226 5.280
H 1.292 0.854 3.612
H 1.232 0.571 5.390
H -0.202 1.104 4.396
H 1.324 -2.900 4.527
H 2.152 -1.486 5.221
H 2.103 -1.735 3.465
H -2.839 -3.042 3.126
H -3.580 -2.450 4.799
H -2.784 -4.034 4.509
H -0.471 -1.821 6.479
H -0.181 -3.484 5.906
H -1.757 -2.993 6.588
H -4.665 -2.334 -0.990
H -2.904 -2.159 -0.901
H -3.654 -2.340 -2.516
H -4.437 1.189 -2.934
H -5.130 -0.398 -3.355
H -3.387 -0.012 -3.605
S 3.639 3.884 -0.840
C 4.388 3.213 -2.265
C 5.749 3.198 -2.482
C 6.245 2.467 -3.548
C 5.394 1.858 -4.467
C 3.985 2.017 -4.391
C 3.514 2.646 -3.205
N 2.181 2.680 -2.731
C 2.121 3.319 -1.585
C 0.900 3.554 -0.772
C 1.032 4.475 0.271
C -0.060 4.938 0.996
C -1.327 4.434 0.708
C -1.457 3.506 -0.368
C -0.382 3.062 -1.080
H 6.421 3.747 -1.849
H 7.331 2.360 -3.645
H 5.754 1.169 -5.277
H 3.334 1.607 -5.135
H 1.983 4.915 0.499
H 0.180 5.508 1.902
H -2.208 4.705 1.197
H -2.451 3.135 -0.595
O -0.198 0.693 0.976
H -0.980 0.037 2.390
H 0.555 1.207 1.301
N 4.259 1.578 2.679
C 4.515 0.608 1.805
N 5.038 0.732 0.591
C 5.178 -0.580 0.028
C 5.612 -0.860 -1.280
C 5.918 -2.185 -1.506
C 5.569 -3.247 -0.648
C 4.836 -2.984 0.526
C 4.742 -1.637 0.890
S 4.404 -1.048 2.405
H 4.516 1.468 3.695
H 4.621 2.476 2.289
H 5.675 -0.074 -2.020
H 6.417 -2.496 -2.436
H 5.883 -4.292 -0.833
H 4.434 -3.784 1.160
*
```

Calculated values
frontier orbital gap (alpha / beta) = 4.20 / 3.59 eV
highest occupied orbital energy (alpha / beta) = -0.1622 / -0.1397 Eh

Here are the Löwdin charges for atoms 1 to 2, given in e: 1.6916 0.0604

Verdict on stability: 1 comes out on top.

1:
Entry from OMol25: 2 unconnected molecules or ions with the total composition C3H6ClNO2 (ωB97M-V/def2-TZVPD).

Geometry as ORCA input:
```
! wB97M-V def2-TZVPD RIJCOSX def2/J DEFGRID3
* xyz 0 1
O -2.994 -1.106 0.172
C -1.901 -0.638 0.083
C -0.630 -1.054 0.839
N 0.447 -0.419 0.094
C -0.195 0.713 -0.515
O -1.569 0.373 -0.734
H -0.527 -2.134 0.907
H -0.678 -0.635 1.850
H 0.810 -1.055 -0.610
H -0.169 1.566 0.179
H 0.251 1.002 -1.467
Cl 4.058 1.366 -0.136
H 3.096 2.021 -0.661
*
```

Calculated values
frontier orbital gap = 10.35 eV
highest occupied orbital energy = -0.3608 Eh
structure (SMILES) = O=C1CNCO1.Cl

Here are the natural (NBO) charges for atoms 1 to 2, given in e: -0.5537 0.7664

2:
Entry from OMol25: 2 unconnected molecules or ions with the total composition C3H6ClNO2 (ωB97M-V/def2-TZVPD).

Geometry as ORCA input:
```
! wB97M-V def2-TZVPD RIJCOSX def2/J DEFGRID3
* xyz 0 1
C -0.767 -0.943 0.796
C 0.302 -0.596 0.088
C 0.349 0.481 -0.895
N 1.479 -1.361 0.366
O 2.445 -1.207 -0.301
O 1.490 -2.116 1.349
H -0.610 -1.811 1.451
H -1.695 -0.473 0.646
H 0.055 0.052 -1.914
H 1.240 1.115 -1.040
H -0.473 1.226 -0.585
Cl 0.520 1.823 2.254
H 1.497 1.214 2.748
*
```

Calculated values
frontier orbital gap = 9.99 eV
highest occupied orbital energy = -0.3830 Eh
structure (SMILES) = C=C(C)[N+](=O)[O-].Cl

Here are the natural (NBO) charges for atoms 1 to 2, given in e: -0.2956 0.0464

3:
Entry from OMol25: 2 unconnected molecules or ions with the total composition C3H6ClNO2 (ωB97M-V/def2-TZVPD).

Geometry as ORCA input:
```
! wB97M-V def2-TZVPD RIJCOSX def2/J DEFGRID3
* xyz 0 1
C 0.534 0.948 0.002
C 1.877 0.373 -0.190
C -0.912 -0.565 -0.037
N 0.056 2.079 0.225
O -0.835 -1.423 -1.134
O -0.652 -1.031 1.184
Cl -2.516 0.330 -0.072
H 1.788 -0.464 -1.018
H 2.142 -0.073 0.733
H 2.481 1.290 -0.551
H -0.905 2.154 0.457
H -1.612 -1.948 -1.064
H -1.446 -1.671 1.465
*
```

Calculated values
frontier orbital gap = 9.13 eV
highest occupied orbital energy = -0.3201 Eh

Here are the natural (NBO) charges for atoms 1 to 2, given in e: 0.4160 -0.7204

Verdict on stability: 1 comes out on top.

1:
Entry from OMol25: 3 unconnected molecules or ions with the total composition C2H11NO2S2 (ωB97M-V/def2-TZVPD).

Geometry as ORCA input:
```
! wB97M-V def2-TZVPD RIJCOSX def2/J DEFGRID3
* xyz 0 1
N -2.453 0.858 1.234
C -1.302 1.344 0.546
C -0.015 0.587 0.825
S 1.462 1.053 -0.138
S 2.644 -0.619 0.306
H -3.179 1.578 1.198
H -2.873 -0.053 0.946
H -1.154 2.398 1.007
H -1.467 1.576 -0.539
H -0.082 -0.515 0.646
H 0.218 0.630 1.894
H 1.700 -1.593 0.268
O -3.075 -1.635 -0.668
H -3.331 -2.336 -1.280
H -2.218 -1.336 -1.082
O -0.456 -1.252 -1.733
H -0.435 -0.361 -1.887
H 0.451 -1.432 -1.511
*
```

Calculated values
frontier orbital gap = 9.04 eV
highest occupied orbital energy = -0.3251 Eh
structure (SMILES) = NCCSS.O.O

Here are the natural (NBO) charges for atoms 1 to 2, given in e: -0.8519 -0.2256

2:
Entry from OMol25: 3 unconnected molecules or ions with the total composition C2H11NO2S2 (ωB97M-V/def2-TZVPD).

Geometry as ORCA input:
```
! wB97M-V def2-TZVPD RIJCOSX def2/J DEFGRID3
* xyz 0 1
N -1.317 -1.552 0.850
C -0.541 -0.353 1.189
C 0.889 -0.613 0.773
S 2.114 0.493 1.580
S 3.726 0.381 0.243
H -2.194 -1.622 1.336
H -1.462 -1.513 -0.142
H -0.557 -0.157 2.263
H -0.997 0.483 0.654
H 1.039 -0.689 -0.305
H 1.242 -1.584 1.120
H 3.063 1.094 -0.715
O -2.681 0.044 -1.510
H -2.495 -0.591 -2.202
H -2.022 0.745 -1.619
O 0.385 1.855 -1.288
H 1.153 1.792 -1.858
H 0.655 1.786 -0.368
*
```

Calculated values
frontier orbital gap = 9.25 eV
highest occupied orbital energy = -0.3310 Eh
structure (SMILES) = NCCSS.O.O

Here are the natural (NBO) charges for atoms 1 to 2, given in e: -0.8387 -0.2407

Verdict on stability: 2 comes out on top.

1:
Entry from OMol25: C4H9F in the gas phase (ωB97M-V/def2-TZVPD).

Geometry as ORCA input:
```
! wB97M-V def2-TZVPD RIJCOSX def2/J DEFGRID3
* xyz 0 1
C -1.279 -0.887 0.193
C 0.016 -0.045 0.209
C 1.425 -0.581 -0.083
C -0.273 1.259 -0.415
F 0.177 0.471 1.443
H -1.767 -0.888 -0.873
H -1.287 -1.842 0.538
H -2.005 -0.053 0.679
H 1.683 -1.418 0.564
H 1.978 -0.824 -1.257
H 2.031 0.205 0.701
H 0.424 1.020 -1.508
H -1.484 1.435 -0.407
H 0.360 2.149 0.216
*
```

Calculated values
frontier orbital gap = 11.50 eV
highest occupied orbital energy = -0.3899 Eh
structure (SMILES) = CC(C)(C)F

Here are the natural (NBO) charges for atoms 1 to 2, given in e: -0.6172 0.2590

2:
Entry from OMol25: 2 unconnected molecules or ions with the total composition C4H9F (ωB97M-V/def2-TZVPD).

Geometry as ORCA input:
```
! wB97M-V def2-TZVPD RIJCOSX def2/J DEFGRID3
* xyz 0 1
C -0.721 0.947 -0.255
C -1.766 0.381 0.339
C -2.568 -0.444 -0.645
H -0.239 1.703 0.347
H -0.243 0.649 -1.116
H -2.159 0.544 1.317
H -2.463 -0.002 -1.684
H -2.196 -1.453 -0.586
H -3.642 -0.634 -0.513
C 3.190 -0.338 0.602
F 2.767 0.470 -0.420
H 2.370 -0.549 1.267
H 3.520 -1.275 0.215
H 4.150 0.000 1.132
*
```

Calculated values
frontier orbital gap = 10.46 eV
highest occupied orbital energy = -0.3434 Eh
structure (SMILES) = C=CC.CF

Here are the natural (NBO) charges for atoms 1 to 2, given in e: -0.3951 -0.1767

3:
Entry from OMol25: C4H9F in the gas phase (ωB97M-V/def2-TZVPD).

Geometry as ORCA input:
```
! wB97M-V def2-TZVPD RIJCOSX def2/J DEFGRID3
* xyz 0 1
C -0.780 1.212 -0.048
C 0.038 -0.042 0.298
C -0.753 -1.259 -0.167
C 1.523 0.030 -0.082
F 0.003 -0.136 1.678
H -0.803 1.465 -1.139
H -1.762 1.167 0.378
H -0.387 2.100 0.468
H -1.805 -1.117 0.241
H -0.732 -1.339 -1.275
H -0.303 -2.172 0.257
H 1.663 0.324 -1.174
H 2.078 0.753 0.624
H 2.021 -0.987 -0.059
*
```

Calculated values
frontier orbital gap = 12.29 eV
highest occupied orbital energy = -0.4153 Eh
structure (SMILES) = CC(C)(C)F

Here are the natural (NBO) charges for atoms 1 to 2, given in e: -0.6434 0.3373

Verdict on stability: 3 comes out on top.